The molecule C4H7NO2. Source: OMol25; level of theory: the ωB97M-V functional and the def2-TZVPD basis.

**Orbital gap**: 10.32 eV
**E**: -9845.31929 eV
**SMILES**: C/N=C1/COCO1
**Energy above the lowest of the compared OMol25 structures with the same formula, charge and spin**: 45.2 kcal per mole

Geometry as XYZ:
```
14
Properties=species:S:1:pos:R:3:forces:R:3:mulliken_charge:R:1
C 2.4680 -0.1512 -0.8061 0.13 -0.15 -0.06 -0.76
N 1.2348 0.4919 -0.4587 -0.39 0.19 0.11 -0.37
C 0.0568 0.1212 -0.2766 0.30 0.39 -0.02 0.43
C -1.0185 1.1330 0.0434 0.14 0.20 0.04 -0.20
O -2.2219 0.4536 -0.2435 -0.09 -0.03 -0.03 -0.35
C -1.9414 -0.8896 0.0046 -0.16 -0.26 0.08 -0.14
O -0.5586 -1.1064 -0.3175 0.19 0.05 -0.08 -0.40
H 2.6663 0.0653 -1.8619 0.00 -0.13 0.10 0.28
H 3.2603 0.3545 -0.2418 -0.09 -0.22 -0.08 0.27
H 2.5548 -1.2321 -0.6467 -0.25 0.05 0.03 0.30
H -0.9240 2.0089 -0.5959 -0.07 -0.06 0.10 0.27
H -0.9461 1.4349 1.0991 -0.10 -0.05 -0.11 0.22
H -2.5748 -1.5064 -0.6368 0.21 0.02 0.05 0.20
H -2.1125 -1.1381 1.0642 0.19 -0.01 -0.13 0.26
```
Forces are in eV/Å.